DFT (ωB97M-V with the def2-TZVPD basis set) results for the ion C9H17N3O with charge +2 in a non-equilibrium geometry.

```
30
Properties=species:S:1:pos:R:3:forces:R:3
C 1.514882 -2.160556 -0.866332 1.68 1.64 -0.04
C 0.142531 -1.633810 -0.513985 -1.27 -0.72 -1.26
C -1.012113 -2.097705 -1.520093 3.82 -0.99 0.34
N -0.082113 -0.130090 -0.431653 4.06 -0.02 0.62
C 0.387895 0.616041 0.799914 -0.84 0.11 -2.48
C 0.869572 1.863575 0.632548 -1.86 -2.67 -2.33
C 0.949983 2.536241 -0.684081 3.00 0.04 1.51
C -0.083873 2.720973 -1.466359 -0.26 0.36 -3.25
C -1.478259 2.479207 -1.139041 -2.08 -1.07 3.86
O -1.922033 1.499984 -0.487400 0.49 1.65 -1.89
C -0.072961 -0.083975 1.994197 2.25 2.14 -0.01
N 0.674591 0.072744 3.048342 0.32 -0.69 2.21
N -1.115272 -0.814552 1.950521 -2.99 -1.90 1.51
H 1.834934 -3.061131 -0.335282 -0.61 0.09 0.11
H 1.501623 -2.395765 -1.912891 0.54 -0.02 -0.59
H 2.358189 -1.426118 -0.654477 -1.00 -0.66 -0.36
H -0.079124 -2.074646 0.416228 -0.45 0.08 1.12
H -1.348542 -1.205713 -2.003187 -0.73 0.08 -0.73
H -1.724298 -2.586418 -0.882812 -0.77 -0.40 -0.52
H -0.414546 -2.783615 -2.239221 -1.96 0.91 0.94
H -1.028279 0.187160 -0.598329 -1.26 0.25 0.02
H 0.432786 0.355478 -1.204514 -0.31 -0.73 0.34
H 0.953380 2.455887 1.433935 0.96 2.11 3.20
H 1.995147 2.985029 -0.855929 -1.78 -0.68 -0.29
H 0.060648 3.143269 -2.484530 0.02 0.25 0.94
H -2.166336 3.342862 -1.087022 0.27 0.00 -1.13
H 1.515781 0.611194 2.987446 0.43 0.12 -0.20
H 0.535147 -0.339797 3.997060 -0.29 0.39 -1.22
H -1.904995 -0.727099 1.282454 1.01 -0.05 0.62
H -1.294345 -1.348654 2.824492 -0.41 0.40 -1.04
```
Positions in Å, forces in eV/Å.

Computed properties:
Net charge   +2
Calculated total energy   -591.944433 hartree
Energy relative to the best compared isomer or geometry (same formula, charge and spin)   15.5 kcal/mol
Frontier orbital gap   9.69 eV
SMILES   CC(C)[NH2+]/C(=C\C=C/C=O)C(N)=[NH2+]

DFT (ωB97M-V with the def2-TZVPD basis set) results for a structure of composition CH6N3O in a non-equilibrium geometry.

```
11
Properties=species:S:1:pos:R:3:forces:R:3
C 0.574976 -0.977725 0.465518 0.94 -3.71 2.55
N 0.377284 0.553073 -1.325724 -0.53 2.11 -1.11
N -1.121640 0.676933 0.500158 -0.26 -1.49 3.20
N -0.059398 0.182083 -0.055922 0.88 0.55 -1.15
O -1.624286 1.754883 0.276646 0.39 -1.66 -0.27
H 0.939765 -1.644077 -0.383362 -0.69 1.07 1.05
H -0.216672 -1.611978 1.082536 1.51 1.23 -1.25
H 1.492264 -0.850296 1.227108 -2.11 0.46 -1.83
H 1.417926 0.812079 -1.530657 -2.44 -0.55 1.39
H -0.312001 1.252898 -1.734316 1.40 -0.99 0.66
H -1.468217 -0.147873 1.478017 0.91 2.97 -3.24
```
Positions in Å, forces in eV/Å.

Computed properties:
Net charge   +1
Calculated total energy   -280.744697 hartree
Energy relative to the best compared isomer or geometry (same formula, charge and spin)   118.4 kcal/mol
Frontier orbital gap (spin up / spin down)   9.30 / 9.31 eV

DFT (ωB97M-V with the def2-TZVPD basis set) results for the molecule C2H3NO in a non-equilibrium geometry.

```
7
Properties=species:S:1:pos:R:3:forces:R:3
C -0.994491 0.509086 0.040820 0.54 -2.61 -0.78
C 0.876313 -0.424135 -0.046229 -3.85 -0.76 2.85
N -1.232298 -0.721939 -0.124490 2.80 -0.84 0.27
O 0.244365 0.877843 -0.014411 2.79 0.95 0.75
H -1.727324 1.208570 0.109690 -2.07 2.32 0.39
H 1.352591 -0.889973 0.894421 -1.32 1.24 -1.14
H 1.480847 -0.559453 -0.859803 1.12 -0.31 -2.34
```
Positions in Å, forces in eV/Å.

Computed properties:
Net charge   0
Calculated total energy   -207.846145 hartree
Energy relative to the best compared isomer or geometry (same formula, charge and spin)   95.1 kcal/mol
Frontier orbital gap (spin up / spin down)   9.60 / 9.26 eV